ORCA calculation (wB97M-V/def2-TZVPD) on C20H24Br4CrF5N4O5P2Se as an isolated structure.

Last column: Mulliken spin population.
Element x y z (Å)
Cr  -0.81149  -0.16418  -0.03637  1.0519
Br  2.66556  4.95118  -2.99102  0.0002
C  1.63084  3.91662  -1.80151  0.0052
C  1.24359  4.43312  -0.56371  -0.0066
Br  1.73606  6.17906  -0.04866  -0.0006
C  0.48687  3.64690  0.30888  0.0044
Br  -0.06404  4.23082  2.01587  0.0006
C  0.10768  2.37007  -0.06321  -0.0093
O  -0.58659  1.53230  0.70732  0.0255
C  0.49488  1.84647  -1.30549  0.0105
O  0.12703  0.59577  -1.52811  -0.0182
C  1.26014  2.62014  -2.16499  -0.0091
Br  1.76929  1.81557  -3.79401  0.0002
C  2.12245  -4.54354  -1.48790  0.0002
N  1.30226  -3.34203  -1.56398  -0.0001
C  2.00732  -2.14745  -2.05437  -0.0011
P  -0.02189  -3.20690  -0.64081  0.0000
O  -0.81205  -1.98761  -0.98923  -0.0034
O  0.44629  -3.19090  0.93032  0.0051
P  1.19648  -1.92755  1.56990  -0.0143
O  1.03955  -0.71512  0.71382  -0.0086
N  2.77798  -2.38912  1.56438  -0.0011
C  3.13603  -3.58411  2.32177  0.0000
C  3.77647  -1.31884  1.66082  -0.0006
N  0.51322  -1.77080  3.02652  0.0051
C  0.08856  -2.88899  3.85693  -0.0002
C  0.47161  -0.45251  3.66840  0.0005
N  -0.89319  -4.57774  -0.67206  -0.0006
C  -0.74126  -5.64615  0.30825  -0.0003
C  -2.17028  -4.59014  -1.38900  -0.0002
H  2.65155  -4.66447  -2.43312  0.0000
H  1.50546  -5.42677  -1.33506  0.0000
H  2.86431  -4.47195  -0.68460  0.0001
H  2.37681  -2.36040  -3.05821  0.0000
H  2.85331  -1.90807  -1.40499  -0.0001
H  1.34252  -1.28737  -2.09946  0.0019
H  2.37401  -4.35475  2.21061  -0.0001
H  3.26798  -3.36992  3.38810  0.0000
H  4.07460  -3.98379  1.93591  0.0001
H  3.46288  -0.45980  1.07331  0.0005
H  4.72124  -1.68719  1.25969  0.0001
H  3.93888  -1.00955  2.69883  0.0000
H  0.06618  -3.81363  3.28417  0.0002
H  -0.92271  -2.69414  4.21982  0.0000
H  0.75185  -3.02025  4.71597  -0.0001
H  0.64744  0.33554  2.93867  -0.0001
H  1.20991  -0.39082  4.47234  0.0002
H  -0.52793  -0.29872  4.07641  0.0001
H  0.22585  -5.59611  0.80010  0.0001
H  -0.81859  -6.61311  -0.19222  0.0000
H  -1.52186  -5.58385  1.07227  -0.0001
H  -2.22221  -3.76712  -2.09619  0.0000
H  -2.99916  -4.49301  -0.68413  -0.0001
H  -2.26666  -5.52995  -1.93405  0.0000
F  -6.17951  3.53117  0.38568  -0.0001
C  -5.35127  2.52642  0.67287  -0.0009
C  -5.41128  1.90782  1.90895  0.0008
F  -6.29977  2.32687  2.81165  0.0001
C  -4.55371  0.86317  2.20554  -0.0029
F  -4.65883  0.30012  3.41396  -0.0002
C  -3.61390  0.41113  1.29529  0.0159
Se  -2.39533  -1.00916  1.65084  -0.0332
C  -3.58919  1.05686  0.07792  -0.0087
F  -2.68508  0.64865  -0.86552  -0.0082
C  -4.42648  2.09783  -0.26218  -0.0003
F  -4.35733  2.68163  -1.45690  -0.0001

The value obtained for the frontier orbital gap (spin up / spin down) is 6.58 / 7.36 eV. The total energy comes out at -16295.9216 hartree. The value obtained for the largest force on an atom is 0.49 eV/A. Its highest occupied orbital energy (spin up / spin down) is -7.3 / -7.4 eV. For the LUMO energy (spin up / spin down), the calculation gives -0.75 / -0.03 eV. Its spin multiplicity is 2.



ORCA calculation (wB97M-V/def2-TZVPD) on a 8-piece molecular cluster, C36H66F12N12P2 overall at a distorted geometry.

Last column: Löwdin charge in e.
Element x y z (Å)
C  2.13321  -3.94542  0.02350  -0.0360
C  3.33893  -3.05348  0.58271  -0.1263
N  4.32721  -3.73160  1.47125  -0.0310
C  5.68668  -3.31652  1.74868  0.0331
C  6.18562  -4.24151  2.62723  -0.0349
N  5.28032  -5.20997  2.87115  -0.0651
C  4.15954  -4.92642  2.08675  0.0129
C  5.27407  -6.33086  3.93145  0.0725
H  1.49913  -4.27871  0.84506  0.0645
H  2.40253  -4.83185  -0.55078  0.0859
H  1.39754  -3.29476  -0.44929  0.0419
H  2.97142  -2.21639  1.17627  0.0779
H  3.83213  -2.53534  -0.23972  0.1246
H  6.10100  -2.44646  1.26111  0.1229
H  7.16860  -4.43792  3.02918  0.1508
H  3.22618  -5.46689  2.14276  0.1550
H  6.22227  -6.83160  3.73579  0.1081
H  4.30856  -6.83671  3.92762  0.0998
H  5.28194  -5.90366  4.93421  0.1011
C  2.26095  -1.36422  4.01071  -0.0580
C  2.31622  -0.15770  5.01834  -0.1344
N  1.01787  0.43568  5.06939  -0.0617
C  0.11321  0.18987  6.06981  0.0190
C  -1.00021  1.01933  5.79501  0.0194
N  -0.77974  1.71206  4.60911  -0.0538
C  0.47788  1.34564  4.18837  0.0227
C  -1.67635  2.62699  3.97781  0.0062
H  3.18027  -1.93290  3.87084  0.0548
H  2.23490  -1.01421  2.97877  0.0332
H  1.47608  -2.11915  4.05704  0.0817
H  3.06357  0.52256  4.60990  0.1175
H  2.74110  -0.40419  5.99138  0.1361
H  0.35222  -0.54038  6.82876  0.1385
H  -1.84962  1.08082  6.45919  0.1336
H  0.93496  1.68218  3.26955  0.1241
H  -2.64898  2.48545  4.44904  0.1049
H  -1.81657  2.39658  2.92170  0.0908
H  -1.42912  3.68627  4.04771  0.0992
C  -2.36326  -4.45897  0.43171  -0.0457
C  -2.95217  -3.46585  -0.60152  -0.1338
N  -4.25435  -4.06718  -1.07130  -0.0531
C  -4.40155  -4.76492  -2.25355  -0.0026
C  -5.75939  -5.06919  -2.35075  0.0354
N  -6.37604  -4.59562  -1.18561  -0.0861
C  -5.41633  -4.09623  -0.36176  0.0212
C  -7.75145  -4.80612  -0.75410  0.0212
H  -3.11920  -4.86285  1.10516  0.0827
H  -1.63320  -3.87883  0.99612  0.0692
H  -1.78377  -5.29015  0.02992  0.0844
H  -2.25407  -3.47018  -1.43862  0.0894
H  -3.08696  -2.42632  -0.30267  0.1205
H  -3.60489  -4.83212  -2.97964  0.1130
H  -6.35113  -5.67685  -3.01932  0.1436
H  -5.60789  -3.58352  0.56927  0.1746
H  -8.03474  -5.76937  -1.17837  0.1110
H  -8.36592  -4.02018  -1.19321  0.1088
H  -8.02262  -4.76904  0.30098  0.1152
C  3.29343  4.43002  -2.63702  -0.0489
C  2.81553  3.86449  -1.29630  -0.1847
N  3.88405  3.32829  -0.48464  -0.0215
C  5.23130  3.70451  -0.43522  0.0196
C  5.97275  2.77335  0.27744  0.0135
N  5.04760  1.96484  0.91053  -0.0896
C  3.79587  2.28190  0.43808  0.0304
C  5.38647  0.91549  1.85984  0.0193
H  3.81869  3.60746  -3.12241  0.0911
H  3.81010  5.38664  -2.71461  0.0926
H  2.33856  4.51115  -3.15639  0.0673
H  2.14551  3.04914  -1.56904  0.1160
H  2.20818  4.48172  -0.63428  0.1161
H  5.54680  4.47420  -1.12402  0.1354
H  7.04297  2.73374  0.41693  0.1413
H  2.90750  1.69461  0.61777  0.1328
H  5.00732  1.31789  2.79921  0.1065
H  6.47325  0.86525  1.92678  0.1056
H  5.01886  -0.08770  1.64403  0.0755
C  -4.45886  0.11936  -5.89475  -0.0334
C  -4.39869  -0.18300  -4.35959  -0.1444
N  -3.26297  -1.05736  -4.12624  -0.0508
C  -3.19807  -2.38023  -4.40198  -0.0351
C  -1.97116  -2.91914  -4.03787  -0.0295
N  -1.21398  -1.90299  -3.49566  -0.0662
C  -1.95638  -0.72903  -3.64415  0.0802
C  0.22461  -1.98206  -3.09724  0.0321
H  -4.87638  1.06613  -6.23741  0.0855
H  -4.97775  -0.69108  -6.40665  0.0837
H  -3.45908  0.17142  -6.32583  0.0818
H  -5.25232  -0.70333  -3.92522  0.1296
H  -4.34049  0.70934  -3.73633  0.1188
H  -4.07535  -2.87342  -4.79381  0.1463
H  -1.56929  -3.92135  -4.05989  0.1413
H  -1.64730  0.17398  -3.13873  0.1397
H  0.59184  -1.01588  -3.44325  0.1038
H  0.79720  -2.85173  -3.41959  0.1116
H  0.28473  -2.05090  -2.01108  0.0535
C  -0.97987  4.04633  -0.30760  -0.0296
C  -1.84475  3.20700  -1.22718  -0.1787
N  -2.52533  4.05907  -2.18629  -0.0591
C  -3.86174  4.28567  -2.19808  -0.0058
C  -4.14274  5.28554  -3.12895  0.0081
N  -2.98018  5.60039  -3.73689  -0.0853
C  -2.00409  4.81374  -3.16892  0.0132
C  -2.71326  6.72584  -4.63371  0.0410
H  -0.65877  3.38036  0.49333  0.0525
H  -1.46936  4.88178  0.19292  0.1081
H  -0.04379  4.33369  -0.78644  0.0663
H  -2.66522  2.72047  -0.69972  0.1122
H  -1.38873  2.30933  -1.64470  0.1011
H  -4.47281  3.80848  -1.44622  0.1390
H  -5.10381  5.73730  -3.32558  0.1480
H  -0.96791  4.85721  -3.47035  0.1658
H  -3.66621  7.22845  -4.79910  0.1121
H  -2.34963  6.38858  -5.60434  0.1093
H  -1.97276  7.34162  -4.12323  0.1143
P  2.09050  4.67303  3.07313  0.2428
F  0.70608  4.77862  3.89767  -0.1505
F  1.42112  3.50067  2.10193  -0.2362
F  1.63133  5.65451  1.86887  -0.1661
F  3.50045  4.46606  2.37078  -0.1513
F  2.83138  5.96582  3.86304  -0.1667
F  2.43374  3.44641  4.12233  -0.1893
P  -0.06951  0.07503  0.41459  0.2343
F  -0.80941  -1.36685  0.15935  -0.1801
F  1.41126  -0.63294  0.55417  -0.1863
F  0.29684  0.27905  -1.18367  -0.1751
F  0.58158  1.48236  0.87356  -0.1673
F  -1.52094  0.79213  0.44227  -0.1459
F  -0.30528  -0.31211  1.96211  -0.1617

The value obtained for the frontier orbital gap is 8.00 eV. The total energy comes out at -3948.6358 hartree. The value obtained for the largest force on an atom is 5.61 eV/A. Its charge is +4. Its highest occupied orbital energy is -16.6 eV. For the LUMO energy, the calculation gives -8.59 eV. Its spin multiplicity is 1.



ORCA calculation (wB97M-V/def2-TZVPD) on C12H24Br2Cl2N3O2P as an isolated structure at a distorted geometry.

Last column: Löwdin charge in e.
Element x y z (Å)
C  -1.62651  -2.27060  0.30659  -0.1125
C  -2.71059  -1.57578  -0.71866  -0.3411
C  -3.41617  -0.29836  -0.00441  -0.2581
C  -2.11166  -1.34473  -2.20323  -0.2807
C  -0.90179  -2.39849  -2.52314  -0.1002
C  -1.53138  0.12015  -2.51936  -0.1980
O  -0.10966  0.29106  -2.11803  -0.1574
C  -0.02727  0.82350  -0.78631  -0.3130
N  -0.02102  2.29975  -0.55231  0.1938
C  0.86353  2.39791  0.64946  -0.2744
N  1.03359  3.62469  1.24607  0.1461
N  1.48700  1.09868  0.99509  -0.1281
C  0.91921  0.33082  2.14799  -0.5974
Cl  0.01610  1.39926  3.37561  0.6227
C  2.07091  -0.55978  2.89473  -0.6546
C  3.28402  0.32898  3.48457  -0.1540
Cl  2.70272  -1.92412  1.81405  0.5673
C  1.48419  0.40741  -0.35769  -0.3752
P  2.93238  1.31458  -1.24065  0.6830
O  3.88072  0.20358  -2.14665  -0.3799
Br  4.36747  1.98498  0.43356  0.3002
H  -0.56363  -1.85367  0.17864  0.0341
H  -1.69129  -3.41931  0.18020  0.0835
H  -2.00832  -1.97812  1.36773  0.0807
H  -3.55264  -2.37458  -0.82692  0.1339
H  -4.27364  -0.74023  0.65437  0.0791
H  -3.95680  0.48067  -0.75814  -0.3531
H  -2.73601  0.28885  0.71595  0.0507
H  -2.95088  -1.59631  -2.95957  0.1431
H  0.02190  -2.23632  -1.86138  0.0512
H  -1.28101  -3.47456  -2.29783  0.0898
H  -0.52634  -2.29899  -3.62078  0.0899
H  -2.16202  0.99626  -2.14571  -0.0318
H  -1.51363  0.22060  -3.68095  0.1413
H  -0.71385  0.26757  -0.05579  0.1365
H  0.30734  2.91715  -1.31292  0.1600
H  0.29697  4.06924  1.81136  0.1262
H  1.93577  4.13065  1.13464  0.1248
H  0.12511  -0.44885  1.80306  0.1058
H  1.52128  -1.08847  3.77291  0.1125
H  3.24506  0.21595  4.63868  0.0924
H  3.18479  1.42121  3.14155  0.0448
H  4.27180  -0.16945  3.15505  0.0711
H  1.45392  -0.73794  -0.39523  0.1096
H  3.33087  -0.25820  -2.82508  0.0694
Br  -4.35056  1.41335  -1.99111  0.0660

The value obtained for the frontier orbital gap is 2.86 eV. The total energy comes out at -7195.8801 hartree. The value obtained for the largest force on an atom is 5.59 eV/A. Its highest occupied orbital energy is -5.8 eV. For the LUMO energy, the calculation gives -2.90 eV. Its spin multiplicity is 1.



ORCA calculation (wB97M-V/def2-TZVPD) on a 2-piece molecular cluster, C4H12S overall at a distorted geometry.

Last column: Löwdin charge in e.
Element x y z (Å)
C  2.13063  -0.97252  0.22498  -0.1705
C  1.54120  -0.55974  1.57208  -0.1671
H  2.18224  -0.07785  -0.40507  0.0618
H  3.18192  -1.21118  0.36817  0.0595
H  1.63387  -1.78765  -0.29593  0.0624
H  2.21905  0.20123  1.89460  0.0530
H  1.54348  -1.31935  2.33817  0.0635
H  0.58171  -0.05453  1.55568  0.0180
C  -1.94687  0.81092  -1.84943  -0.1789
C  -1.21984  0.63799  -0.52370  -0.6181
S  -2.14205  -0.44384  0.63422  0.6773
H  -2.05350  -0.13935  -2.36596  0.0677
H  -2.92061  1.24547  -1.63944  0.0628
H  -1.39238  1.52559  -2.45802  0.0698
H  -0.99116  1.61519  -0.09709  0.0760
H  -0.26707  0.13803  -0.62806  0.0193
H  -2.08064  0.39159  1.67480  -0.1564

The value obtained for the frontier orbital gap is 9.91 eV. The total energy comes out at -557.7621 hartree. The value obtained for the largest force on an atom is 1.05 eV/A. Its highest occupied orbital energy is -9.0 eV. For the LUMO energy, the calculation gives 0.92 eV. Its spin multiplicity is 1. As for the SMILES: CCS.CC.